No. 1
43
Properties=species:S:1:pos:R:3:forces:R:3 method="wB97M-V/def2-TZVPD" de_lowest_kj_mol=207.4 total_charge=0 lumo_ev=0.579 gap_ev=8.969 smiles="O=C(O)[C@@H]1[C@@H](C(=O)N2CCN(CCO)CC2)[C@@H]2C=C[C@H]1C2"
O 1.445 2.408 -0.225 0.00 0.12 0.05
C 2.328 1.736 -0.695 -0.46 0.06 0.11
O 3.315 2.268 -1.421 0.63 0.07 -0.36
H 3.213 3.232 -1.480 -0.23 -0.18 0.15
C 2.459 0.242 -0.576 0.06 0.13 -0.15
H 2.320 -0.181 -1.575 -0.01 0.03 0.01
C 1.482 -0.394 0.438 -0.25 -0.11 0.03
C 0.504 -1.329 -0.259 0.04 0.33 0.12
O 0.816 -2.465 -0.574 0.24 -0.33 -0.02
N -0.724 -0.840 -0.539 -0.29 -0.10 -0.16
C -1.222 0.481 -0.204 -0.10 0.49 0.10
H -1.525 0.515 0.851 0.02 0.10 -0.05
C -2.426 0.804 -1.094 0.24 -0.03 -0.11
N -3.525 -0.137 -0.953 0.06 -0.03 0.09
C -3.079 -1.466 -0.564 -0.03 -0.08 -0.15
C -1.699 -1.735 -1.143 -0.16 -0.40 0.01
H -1.379 -2.758 -0.931 -0.11 0.15 -0.10
H -1.718 -1.599 -2.229 -0.02 -0.09 0.03
H -3.793 -2.193 -0.961 0.09 -0.06 0.11
H -3.033 -1.596 0.528 0.01 -0.06 -0.03
C -4.685 0.337 -0.237 -0.01 0.05 0.23
H -5.441 -0.453 -0.278 -0.07 0.09 0.03
C -4.484 0.735 1.240 0.31 -0.12 -0.37
O -5.702 1.074 1.858 -0.44 0.15 0.07
H -6.119 1.784 1.356 0.03 -0.04 0.05
H -3.771 1.570 1.314 0.02 -0.15 0.00
H -4.097 -0.107 1.817 0.09 0.07 -0.07
H -5.077 1.204 -0.782 -0.11 -0.02 0.07
H -2.095 0.790 -2.140 0.09 0.16 0.09
H -2.774 1.814 -0.875 0.03 0.00 -0.02
H -0.453 1.237 -0.368 -0.10 -0.08 0.11
H 0.952 0.377 0.998 0.02 -0.03 -0.10
C 2.447 -1.164 1.383 -0.15 -0.23 0.03
C 3.176 -0.084 2.140 0.02 -0.10 0.12
C 4.012 0.500 1.291 0.28 0.03 0.02
H 4.654 1.345 1.461 0.06 0.23 0.11
C 3.858 -0.188 -0.042 0.17 -0.04 -0.15
H 4.660 -0.041 -0.760 0.00 -0.01 -0.01
C 3.541 -1.614 0.409 0.06 -0.20 -0.10
H 3.162 -2.259 -0.379 -0.02 0.01 -0.04
H 4.379 -2.090 0.916 0.05 0.05 0.04
H 2.971 0.181 3.160 -0.03 0.16 0.21
H 1.958 -1.934 1.972 -0.02 -0.02 0.01


No. 2
14
Properties=species:S:1:pos:R:3:forces:R:3 method="wB97M-V/def2-TZVPD" de_lowest_kj_mol=34.1 total_charge=0 lumo_ev=0.673 gap_ev=10.489 smiles=CC[Si](C)(Cl)Cl
C 1.258 -0.100 -0.911 -1.56 2.70 -2.48
C -1.119 0.518 1.728 -4.14 0.15 -0.87
C -0.143 0.322 -1.417 -1.97 -0.23 -0.05
Si -1.718 -0.135 -0.021 2.54 2.90 -0.22
Cl -3.334 1.166 -0.276 0.14 -0.49 -0.39
Cl -2.204 -2.064 -0.210 -0.31 -0.79 -0.01
H 1.405 0.276 0.045 0.61 0.13 1.92
H 1.327 -1.112 -1.081 0.76 -2.30 0.25
H 1.893 0.471 -1.607 0.46 -0.60 0.40
H -0.673 1.409 1.381 1.08 1.12 -0.12
H -2.054 0.920 2.357 2.06 -1.37 -1.22
H -0.478 -0.137 2.233 0.93 -0.68 0.95
H -0.340 -0.290 -2.375 -0.02 1.18 1.35
H -0.104 1.443 -1.683 -0.60 -1.71 0.49


No. 3
11
Properties=species:S:1:pos:R:3:forces:R:3 method="wB97M-V/def2-TZVPD" de_lowest_kj_mol=225.3 total_charge=0 lumo_ev=1.247 gap_ev=10.316 smiles="C=CCN"
C 0.628 0.625 0.123 -0.62 2.60 1.20
C -0.664 -0.366 0.251 0.86 3.79 0.06
C -1.863 0.055 -0.168 -0.03 -2.16 0.96
H 1.385 -0.835 -0.910 -1.38 -2.77 -4.75
H 2.487 -0.069 -0.229 -0.28 -0.09 0.48
H 1.030 1.202 1.055 -1.38 -1.42 -0.78
H 0.766 1.630 -0.610 -1.43 -2.82 0.92
H -0.266 -1.294 0.718 -1.07 0.53 -0.79
H -2.048 1.118 -0.360 -0.05 -0.74 -0.39
H -2.649 -0.752 -0.165 0.34 1.45 -0.10
N 1.526 -0.412 -0.105 5.04 1.64 3.18


No. 4
63
Properties=species:S:1:pos:R:3:forces:R:3 method="wB97M-V/def2-TZVPD" de_lowest_kj_mol=0.0 total_charge=+1 lumo_ev=-4.678 gap_ev=5.832
C -0.142 -2.826 2.930 -0.03 -0.10 0.35
C -0.007 -1.386 2.528 3.00 0.20 1.01
N -1.153 -0.952 1.837 -0.86 1.57 -1.64
C -1.333 0.095 1.013 0.21 -0.28 1.84
C -2.732 0.312 0.634 -0.93 1.03 -0.24
C -3.356 1.455 1.075 1.35 -1.13 0.08
C -4.823 1.636 1.007 -0.82 -0.26 -0.45
C -5.466 0.859 -0.167 -0.16 0.80 0.08
C -4.854 -0.480 -0.428 0.39 -0.24 0.01
C -5.600 -1.443 -1.110 0.43 -0.16 0.16
C -5.072 -2.706 -1.370 0.20 0.08 0.19
C -3.788 -3.020 -0.915 -0.04 0.22 0.04
C -3.027 -2.052 -0.257 -0.11 0.15 -0.07
C -3.525 -0.756 -0.030 -0.59 -0.76 -0.11
C -0.233 1.085 0.746 -0.62 0.46 1.82
O 0.965 -0.684 2.774 -2.24 -1.16 -0.60
H -1.196 -3.137 2.975 0.36 -0.04 0.05
H 0.380 -3.461 2.199 -0.08 0.24 0.16
H 0.324 -2.945 3.912 -0.06 -0.13 -0.24
H -1.962 -1.545 2.015 0.05 0.29 -0.23
H -2.787 2.177 1.665 -0.04 -0.06 -0.31
H -5.303 1.293 1.941 0.42 0.14 -0.06
H -5.062 2.703 0.919 0.05 -0.22 0.08
H -6.536 0.726 0.037 0.22 0.09 -0.07
H -5.406 1.481 -1.073 0.06 -0.19 0.11
H -6.612 -1.197 -1.427 0.17 -0.04 0.05
H -5.668 -3.446 -1.900 0.16 0.14 0.13
H -3.373 -4.015 -1.066 -0.11 0.25 -0.01
H -2.026 -2.307 0.091 -0.22 -0.12 -0.35
H -0.740 2.048 0.658 -0.10 -0.04 -0.13
H 0.411 1.137 1.635 -0.14 -0.11 -0.31
C 5.127 5.461 -1.790 -0.62 -0.03 -0.04
O 3.681 5.487 -1.758 0.19 -0.37 0.02
C 2.998 4.330 -1.545 0.29 -0.53 0.25
C 1.609 4.440 -1.315 0.58 0.27 -0.09
C 0.873 3.332 -0.937 0.28 -0.33 -0.14
C 1.459 2.048 -0.877 0.11 0.43 0.18
C 0.598 0.838 -0.483 0.62 -0.74 -1.77
C 1.358 -0.493 -0.368 -0.25 0.22 0.40
C 0.737 -1.654 -0.836 0.23 0.18 -0.16
C 1.336 -2.894 -0.698 0.53 -0.33 0.44
C 2.608 -3.003 -0.089 -0.31 0.38 0.16
O 3.080 -4.261 0.125 0.44 0.38 -0.27
C 4.450 -4.404 0.560 -0.47 0.05 -0.12
C 3.263 -1.832 0.346 -0.32 -0.53 0.06
C 2.587 -0.617 0.293 0.07 0.02 -0.40
C 2.809 1.941 -1.238 -0.20 -0.15 0.16
C 3.600 3.054 -1.509 -0.37 0.85 -0.16
H 5.396 6.513 -1.897 0.12 -0.25 0.02
H 5.543 5.055 -0.855 -0.19 0.10 -0.24
H 5.499 4.885 -2.649 -0.13 0.15 0.20
H 1.158 5.428 -1.427 0.09 -0.34 0.18
H -0.186 3.478 -0.713 0.23 -0.07 -0.11
H -0.123 0.716 -1.313 0.21 -0.13 0.11
H -0.232 -1.575 -1.338 0.26 -0.06 0.06
H 0.838 -3.799 -1.038 0.13 0.12 0.03
H 4.613 -5.482 0.567 0.10 0.19 0.06
H 5.147 -3.922 -0.140 -0.24 -0.12 0.16
H 4.583 -3.990 1.569 -0.02 -0.12 -0.22
H 4.275 -1.885 0.753 -0.47 0.06 0.04
H 3.061 0.253 0.750 -0.16 -0.21 -0.20
H 3.291 0.967 -1.302 -0.19 0.28 0.07
H 4.669 2.934 -1.698 -0.45 0.01 0.00


No. 5
146
Properties=species:S:1:pos:R:3:forces:R:3 method="wB97M-V/def2-TZVPD" de_lowest_kj_mol=48.1 total_charge=+1 lumo_ev=-3.758 gap_ev=7.184
C -3.293 1.957 2.279 -1.07 0.08 -0.25
C -2.830 2.692 1.454 0.88 0.57 -0.98
P -2.177 3.893 0.346 -0.83 0.05 1.48
C -2.303 5.506 1.212 0.85 0.55 -0.69
C -3.016 6.608 0.385 -0.16 0.28 0.50
C -4.530 6.726 0.661 0.46 -0.49 -0.86
C -5.303 5.386 0.658 -0.08 0.42 0.64
N -5.716 5.030 2.027 -0.04 -0.79 -1.09
C -6.752 4.030 2.083 -0.31 -0.16 -0.05
C -6.987 2.986 0.991 0.20 0.63 -0.45
O -7.441 3.987 3.056 -0.17 -0.08 0.78
H -4.004 1.404 2.855 0.47 -0.29 0.37
H -2.988 3.943 -0.804 0.42 -0.24 0.12
H -0.860 3.532 0.014 -0.22 0.09 -0.07
H -1.264 5.835 1.349 -0.07 -0.25 0.05
H -2.706 5.398 2.221 -0.12 -0.33 -0.21
H -2.564 7.554 0.700 0.03 -0.13 -0.10
H -2.768 6.530 -0.681 -0.17 -0.20 0.11
H -4.669 7.257 1.604 -0.20 -0.20 -0.04
H -4.945 7.340 -0.143 0.05 0.14 0.25
H -4.760 4.553 0.179 0.02 0.30 -0.13
H -6.216 5.534 0.078 0.09 -0.16 0.05
H -4.936 4.668 2.568 -0.06 0.32 0.26
H -8.059 2.841 0.862 0.08 -0.08 0.20
H -6.544 2.045 1.328 -0.07 0.07 -0.06
H -6.591 3.243 0.005 0.11 -0.12 0.18
C 7.022 4.460 2.405 0.07 0.04 0.01
C 7.220 5.318 3.483 -0.09 -0.06 -0.04
C 6.165 5.632 4.326 0.17 0.04 0.00
C 4.904 5.099 4.088 -0.09 -0.09 -0.13
C 4.701 4.254 2.991 -0.02 0.07 0.14
C 5.766 3.930 2.160 0.13 -0.02 -0.09
C 3.353 3.713 2.692 0.16 -0.24 -0.35
O 3.166 2.976 1.743 -0.12 0.06 0.02
C 2.219 4.098 3.577 0.05 0.09 0.06
C 0.941 3.644 3.277 -0.40 0.02 0.00
C -0.124 3.984 4.095 0.06 0.09 -0.01
C 0.085 4.772 5.225 0.00 0.00 -0.05
C 1.358 5.230 5.524 -0.18 0.01 0.05
C 2.426 4.902 4.696 -0.09 -0.09 -0.08
C 3.786 5.430 5.009 0.26 0.24 0.28
O 3.965 6.118 5.990 -0.10 -0.02 -0.03
H 7.849 4.207 1.754 0.00 -0.05 0.04
H 8.199 5.740 3.666 -0.01 -0.02 0.00
H 6.321 6.295 5.166 -0.13 -0.04 0.03
H 5.614 3.267 1.319 -0.11 0.00 0.03
H 0.777 3.027 2.402 0.22 -0.07 0.02
H -1.122 3.634 3.858 0.01 -0.05 0.06
H -0.746 5.031 5.868 0.02 -0.01 0.01
H 1.521 5.845 6.398 0.14 0.00 -0.05
C 12.065 0.497 -1.573 0.00 -0.04 0.09
C 12.460 -0.837 -1.521 -0.07 0.05 0.02
C 11.993 -1.661 -0.509 0.09 -0.03 -0.16
C 11.139 -1.153 0.462 -0.03 0.14 0.01
C 10.762 0.191 0.424 0.03 -0.12 0.02
C 11.219 1.010 -0.602 0.16 0.06 -0.20
C 9.887 0.765 1.480 -0.10 0.33 -0.01
O 9.554 1.933 1.444 -0.05 0.04 -0.01
C 9.433 -0.120 2.586 0.04 -0.13 0.02
C 8.660 0.411 3.612 -0.11 0.03 0.14
C 8.220 -0.405 4.641 0.02 -0.06 -0.04
C 8.543 -1.758 4.645 0.00 0.07 -0.04
C 9.316 -2.292 3.628 -0.08 -0.06 0.16
C 9.772 -1.474 2.601 -0.04 0.15 -0.02
C 10.631 -2.054 1.532 0.11 -0.38 0.01
O 10.914 -3.234 1.536 -0.02 0.04 0.00
H 12.423 1.137 -2.369 -0.01 0.00 0.01
H 13.130 -1.233 -2.272 -0.01 0.00 0.00
H 12.296 -2.699 -0.473 -0.09 -0.01 0.11
H 10.919 2.048 -0.643 -0.07 -0.03 0.13
H 8.406 1.463 3.609 0.06 0.00 -0.12
H 7.623 0.012 5.442 0.01 0.00 -0.01
H 8.192 -2.396 5.446 0.01 0.01 -0.01
H 9.570 -3.343 3.634 0.08 0.03 -0.11
C -8.123 -3.106 -3.210 -0.06 -0.01 0.05
C -8.911 -4.216 -2.925 0.01 0.06 -0.05
C -9.919 -4.128 -1.979 0.05 -0.12 -0.09
C -10.137 -2.933 -1.306 0.10 0.11 -0.01
C -9.331 -1.824 -1.575 -0.08 -0.05 0.05
C -8.332 -1.913 -2.537 0.12 -0.09 -0.10
C -9.518 -0.551 -0.832 0.20 0.24 -0.12
O -8.818 0.416 -1.070 0.02 0.03 0.10
C -10.574 -0.488 0.216 -0.03 -0.09 0.02
C -10.729 0.675 0.962 -0.08 0.08 0.12
C -11.716 0.751 1.931 -0.02 -0.04 -0.01
C -12.559 -0.333 2.153 0.05 0.03 -0.03
C -12.406 -1.496 1.417 -0.10 0.06 0.14
C -11.409 -1.581 0.453 0.08 0.12 -0.02
C -11.235 -2.849 -0.306 -0.23 -0.33 0.04
O -11.969 -3.795 -0.109 0.04 0.03 0.03
H -7.341 -3.175 -3.955 -0.01 0.00 0.01
H -8.738 -5.151 -3.441 0.02 -0.01 0.05
H -10.534 -4.991 -1.762 -0.07 0.08 0.07
H -7.715 -1.052 -2.757 -0.07 0.06 0.09
H -10.078 1.519 0.788 0.03 -0.06 -0.12
H -11.831 1.656 2.513 0.00 -0.01 -0.01
H -13.335 -0.270 2.906 0.01 0.00 -0.01
H -13.060 -2.339 1.593 0.08 -0.06 -0.10
C -4.056 -8.793 -3.569 0.01 -0.03 0.05
C -3.452 -9.832 -2.867 -0.06 0.05 -0.01
C -3.952 -10.221 -1.636 0.14 -0.06 -0.11
C -5.051 -9.566 -1.094 -0.06 0.13 -0.06
C -5.643 -8.509 -1.788 0.04 -0.09 0.07
C -5.148 -8.133 -3.031 0.11 0.01 -0.14
C -6.791 -7.765 -1.203 -0.17 0.24 -0.16
O -7.311 -6.847 -1.806 0.02 0.00 -0.04
C -7.285 -8.163 0.141 0.06 -0.09 0.08
C -8.320 -7.444 0.728 -0.13 0.07 0.10
C -8.799 -7.812 1.974 0.04 -0.06 0.01
C -8.252 -8.906 2.637 0.01 0.05 -0.07
C -7.217 -9.623 2.059 -0.09 0.00 0.17
C -6.724 -9.249 0.815 -0.05 0.11 -0.08
C -5.589 -10.007 0.222 0.15 -0.31 0.19
O -5.108 -10.959 0.800 -0.01 0.05 -0.02
H -3.669 -8.497 -4.536 -0.01 -0.01 0.01
H -2.591 -10.338 -3.284 -0.02 0.00 0.00
H -3.485 -11.032 -1.093 -0.11 0.01 0.09
H -5.614 -7.323 -3.576 -0.08 0.01 0.11
H -8.749 -6.594 0.212 0.08 -0.04 -0.10
H -9.602 -7.248 2.431 0.00 -0.01 -0.02
H -8.633 -9.197 3.607 0.00 0.00 -0.01
H -6.789 -10.471 2.577 0.09 0.00 -0.11
C 6.407 3.565 -8.497 0.06 0.00 0.04
C 7.750 3.913 -8.392 -0.06 -0.04 0.02
C 8.536 3.360 -7.394 0.03 0.12 -0.14
C 7.980 2.464 -6.490 -0.15 -0.02 0.01
C 6.626 2.132 -6.581 0.14 0.02 0.03
C 5.846 2.678 -7.593 -0.05 0.11 -0.13
C 6.001 1.212 -5.592 -0.36 -0.09 -0.05
O 4.824 0.921 -5.673 0.03 0.03 0.02
C 6.847 0.664 -4.498 0.12 0.05 0.01
C 6.271 -0.152 -3.532 -0.03 -0.11 0.16
C 7.052 -0.679 -2.516 0.07 0.03 -0.02
C 8.414 -0.400 -2.464 -0.06 0.02 -0.04
C 8.991 0.419 -3.421 0.00 -0.13 0.18
C 8.210 0.960 -4.434 -0.13 -0.02 -0.02
C 8.839 1.864 -5.434 0.40 0.09 0.00
O 10.027 2.110 -5.387 -0.05 0.00 0.02
H 5.798 3.992 -9.283 0.01 -0.01 0.01
H 8.184 4.616 -9.091 0.00 -0.02 0.00
H 9.581 3.627 -7.317 0.00 -0.10 0.10
H 4.801 2.411 -7.673 0.03 -0.07 0.11
H 5.213 -0.373 -3.573 0.01 0.06 -0.13
H 6.600 -1.311 -1.762 0.01 0.00 -0.01
H 9.024 -0.818 -1.672 0.02 0.01 -0.02
H 10.048 0.637 -3.375 -0.03 0.09 -0.13